Computed, not measured: C16H31MnN2S as an isolated structure, with ωB97M-V with the def2-TZVPD basis set.

Each line ends with the Löwdin spin population.
Element x y z (Å)
C: 0.642 1.930 -0.748  -0.088
H: 0.988 2.113 0.275  0.003
H: 1.469 1.937 -1.482  0.010
H: 1.102 0.112 1.061  0.010
C: -0.488 2.906 -1.128  0.011
H: -1.252 2.426 -1.766  0.002
H: -1.022 3.211 -0.214  0.001
C: 0.024 4.176 -1.834  -0.003
H: -0.818 4.806 -2.145  -0.001
H: 0.660 4.762 -1.158  0.000
H: 0.620 3.922 -2.720  0.000
C: -0.815 -1.897 -1.223  0.005
C: -1.234 -0.866 -2.152  0.057
C: -0.040 -0.296 -2.759  -0.022
C: 1.114 -0.949 -2.138  -0.002
C: 0.614 -1.936 -1.200  0.053
C: 1.432 -2.976 -0.524  0.010
C: 2.537 -0.737 -2.511  0.008
C: 0.011 0.717 -3.841  0.001
C: -2.641 -0.595 -2.547  0.019
C: -1.724 -2.864 -0.550  -0.001
Mn: -0.003 0.121 -0.745  3.776
H: 3.205 -1.031 -1.692  0.000
H: 2.817 -1.326 -3.398  0.001
H: 2.721 0.319 -2.743  0.000
H: 2.464 -2.641 -0.389  0.001
H: 1.020 -3.248 0.452  0.001
H: 1.461 -3.892 -1.133  0.003
H: -2.708 -2.421 -0.354  0.000
H: -1.887 -3.748 -1.188  -0.001
H: -1.306 -3.222 0.398  0.000
H: -2.725 0.400 -2.996  0.001
H: -2.997 -1.329 -3.287  0.006
H: -3.316 -0.648 -1.683  0.001
H: 0.844 1.410 -3.692  -0.001
H: 0.145 0.254 -4.826  -0.001
H: -0.913 1.300 -3.868  0.000
C: 1.431 -0.574 5.195  0.001
N: 0.892 -0.793 3.851  0.008
C: 0.018 0.006 3.220  0.027
S: -0.202 -0.260 1.473  0.096
N: -0.812 0.851 3.873  0.005
C: -1.398 0.581 5.192  0.001
H: 1.026 0.318 5.671  0.000
H: 2.517 -0.463 5.098  0.000
H: 1.231 -1.439 5.838  0.000
H: 1.391 -1.393 3.213  0.001
H: -1.370 1.390 3.231  0.001
H: -1.229 1.431 5.860  0.000
H: -2.481 0.463 5.064  0.000
H: -1.012 -0.319 5.671  0.000

Atomic forces in eV per Å
C 0.405 1.001 -0.752
H 0.385 0.273 -0.223
H -0.127 0.332 0.494
H -0.815 -0.477 0.709
C -0.143 0.194 0.110
H 0.239 0.051 0.070
H 0.089 -0.154 -0.222
C 0.030 -0.080 0.061
H 0.218 -0.136 0.059
H -0.131 -0.142 -0.168
H -0.180 0.060 0.176
C 0.140 0.598 -1.235
C 0.813 -1.189 -0.845
C -0.529 -1.157 0.247
C -0.615 -1.217 -0.092
C 0.125 0.186 -1.587
C 0.275 -0.115 0.304
C 0.414 0.230 0.008
C 0.011 0.386 -0.136
C -0.453 0.242 -0.042
C -0.277 -0.020 0.414
Mn -0.754 1.267 0.856
H -0.083 0.099 -0.255
H -0.171 0.144 0.243
H 0.078 -0.246 -0.005
H -0.078 -0.122 0.026
H 0.066 -0.025 -0.076
H -0.022 0.236 0.151
H 0.184 -0.152 -0.024
H 0.114 0.310 0.132
H -0.113 0.025 -0.165
H -0.151 -0.199 0.079
H 0.162 0.199 0.198
H 0.093 0.068 -0.267
H -0.074 -0.050 -0.092
H -0.045 -0.041 0.213
H 0.119 -0.033 -0.093
C 0.622 -0.253 0.471
N -1.144 1.526 -1.261
C -0.205 0.160 2.099
S 0.985 -0.466 1.843
N 0.961 -1.742 -1.528
C -0.549 0.397 0.712
H 0.097 -0.084 -0.321
H -0.213 0.004 0.081
H -0.035 0.157 -0.234
H 0.195 -0.387 0.248
H -0.178 0.349 0.169
H 0.024 -0.140 -0.151
H 0.252 0.020 -0.006
H -0.009 0.117 -0.392

⟨S²⟩: 6.14
E_LUMO (spin up / spin down): -0.2798 / -0.2912 hartree
Gap between HOMO and LUMO (spin up / spin down): 0.2349 / 0.2550 Ha
Total charge: +2
HOMO level (spin up / spin down): -14.0 / -14.9 eV
2S+1: 5

***

Computed, not measured: C16H31N3O3S as an isolated structure, with ωB97M-V with the def2-TZVPD basis set.

Each line ends with the Löwdin charge.
Element x y z (Å)
N: 2.446 -0.400 -1.254  0.028
C: 3.564 0.210 -1.974  -0.280
C: 3.301 1.670 -2.324  -0.198
C: 3.061 2.602 -1.123  -0.174
C: 1.692 3.318 -1.111  -0.145
C: 0.538 2.377 -1.287  -0.198
C: -0.112 2.201 -2.458  -0.036
C: -1.149 1.224 -2.631  -0.055
C: -1.539 0.416 -1.619  -0.022
C: -0.904 0.586 -0.362  -0.348
N: -1.154 -0.106 0.749  -0.211
S: -0.186 0.473 1.891  1.004
N: 0.594 1.620 1.059  -0.198
C: 0.118 1.574 -0.184  -0.322
H: 2.429 -1.403 -1.371  0.067
H: 2.538 -0.208 -0.263  0.026
H: 4.503 0.144 -1.410  0.107
H: 3.699 -0.338 -2.909  0.106
H: 2.478 1.718 -3.039  0.097
H: 4.187 2.025 -2.860  0.103
H: 3.826 3.379 -1.142  0.104
H: 3.164 2.056 -0.183  0.086
H: 1.576 3.795 -0.134  0.110
H: 1.664 4.110 -1.860  0.114
H: 0.183 2.810 -3.304  0.113
H: -1.619 1.133 -3.601  0.104
H: -2.308 -0.328 -1.762  0.086
C: -2.901 -3.130 2.775  -0.093
C: -2.021 -2.768 3.957  -0.317
O: -1.441 -1.475 3.811  -0.149
H: -2.327 -3.084 1.849  0.072
H: -3.314 -4.133 2.888  0.072
H: -3.731 -2.426 2.683  0.072
H: -1.185 -3.461 4.039  0.111
H: -2.591 -2.818 4.891  0.108
H: -2.158 -0.836 3.745  0.065
C: 4.192 0.109 3.948  -0.086
C: 3.642 0.995 2.846  -0.318
O: 3.399 0.269 1.645  -0.125
H: 5.117 -0.370 3.625  0.075
H: 4.393 0.689 4.849  0.074
H: 3.478 -0.678 4.201  0.074
H: 4.358 1.773 2.583  0.115
H: 2.718 1.486 3.171  0.099
H: 2.758 -0.421 1.852  0.062
C: -5.974 -2.314 -3.106  -0.093
C: -5.011 -1.866 -2.023  -0.317
O: -4.471 -0.571 -2.282  -0.097
H: -5.478 -2.320 -4.076  0.076
H: -6.353 -3.316 -2.901  0.073
H: -6.827 -1.634 -3.170  0.072
H: -4.155 -2.538 -1.970  0.112
H: -5.505 -1.873 -1.046  0.109
H: -5.201 0.054 -2.318  0.086

Atomic forces in eV per Å
N -0.123 0.130 0.017
C -0.140 -0.016 -0.021
C 0.304 0.091 -0.112
C -0.185 0.025 -0.150
C 0.020 -0.078 0.286
C 0.317 0.311 0.272
C -0.229 -0.134 -0.265
C 0.181 0.258 -0.058
C -0.102 -0.219 -0.158
C 0.155 0.014 0.225
N -0.169 -0.172 0.008
S 0.237 0.273 -0.089
N -0.108 -0.156 0.069
C -0.158 -0.133 -0.084
H 0.082 -0.031 -0.009
H -0.030 0.049 -0.065
H 0.044 -0.036 -0.005
H 0.081 -0.034 0.017
H -0.109 -0.008 0.087
H -0.043 -0.012 -0.068
H 0.024 0.009 0.220
H 0.043 -0.047 -0.019
H 0.077 0.117 -0.040
H -0.036 -0.095 -0.154
H -0.047 -0.014 -0.073
H -0.005 -0.020 -0.020
H -0.003 0.070 0.113
C 0.051 0.028 -0.041
C -0.095 0.068 -0.091
O 0.007 -0.041 0.096
H 0.007 -0.003 0.005
H -0.008 0.002 0.016
H -0.026 -0.022 0.020
H 0.025 0.007 0.020
H 0.020 -0.048 0.012
H 0.000 0.013 -0.022
C 0.025 -0.053 -0.079
C -0.098 -0.005 0.023
O 0.140 -0.168 0.095
H 0.014 0.023 0.007
H -0.015 0.005 0.005
H -0.020 0.027 0.036
H -0.005 0.019 -0.025
H 0.028 0.060 -0.003
H -0.010 0.004 0.033
C 0.050 0.058 -0.049
C -0.092 0.092 -0.022
O -0.132 -0.157 -0.054
H 0.010 -0.024 0.005
H -0.007 0.001 0.013
H -0.026 -0.027 0.028
H 0.024 0.010 0.025
H 0.027 -0.059 0.018
H 0.027 0.047 0.000

E_LUMO: 0.0025 hartree
Gap between HOMO and LUMO: 0.3060 Ha
Total charge: 0
Energy relative to the best compared isomer or geometry (same formula, charge and spin): 157.6 kJ/mol
HOMO level: -8.3 eV

***

Computed, not measured: C16H31N5O4Pd as an isolated structure, with ωB97M-V with the def2-TZVPD basis set.

Each line ends with the Löwdin charge.
Element x y z (Å)
Pd: 1.371 -0.488 -1.385  1.236
C: 5.431 0.471 -0.885  0.064
C: 3.929 0.436 -0.903  -0.478
N: 3.310 1.510 -0.342  0.181
O: 3.286 -0.488 -1.385  -0.071
H: 5.807 1.381 -0.409  0.103
H: 5.802 0.435 -1.912  0.119
H: 5.802 -0.393 -0.326  0.120
H: 3.806 2.290 0.066  0.136
H: 2.299 1.519 -0.337  0.017
C: -4.291 -0.771 -4.102  -0.057
C: -3.738 0.335 -3.219  -0.193
N: -2.847 -0.200 -2.180  -0.046
C: -3.522 -0.729 -0.989  -0.188
C: -3.428 -2.247 -0.924  -0.059
C: -1.467 -0.219 -2.328  -0.342
C: -0.835 0.120 -3.667  0.019
N: -0.626 -0.488 -1.385  0.004
H: -4.884 -0.342 -4.917  0.096
H: -4.943 -1.442 -3.534  0.080
H: -3.492 -1.375 -4.543  0.078
H: -4.569 0.881 -2.756  0.135
H: -3.221 1.076 -3.838  0.118
H: -4.582 -0.448 -0.986  0.138
H: -3.096 -0.282 -0.083  0.111
H: -3.867 -2.711 -1.812  0.081
H: -3.965 -2.620 -0.046  0.095
H: -2.391 -2.587 -0.852  0.069
H: -1.325 -0.432 -4.472  0.102
H: 0.227 -0.146 -3.668  0.061
H: -0.922 1.194 -3.849  0.110
H: -1.102 -0.666 -0.493  0.068
C: -1.534 -0.826 2.844  -0.055
C: -0.796 0.452 3.235  -0.146
C: 0.686 0.516 2.760  -0.273
C: 1.285 1.873 3.235  -0.142
C: 2.745 2.094 2.844  -0.055
C: 1.439 -0.588 3.446  -0.401
O: 1.523 -0.710 4.669  0.148
N: 2.040 -1.468 2.607  0.245
C: 2.028 -1.450 1.239  -0.516
O: 2.644 -2.353 0.670  0.103
N: 1.371 -0.488 0.611  0.094
C: 0.709 0.483 1.234  -0.446
O: 0.104 1.369 0.620  0.076
H: -2.561 -0.791 3.223  0.098
H: -1.055 -1.714 3.268  0.092
H: -1.587 -0.945 1.758  0.048
H: -0.841 0.549 4.328  0.143
H: -1.355 1.305 2.829  0.131
H: 1.212 1.950 4.328  0.143
H: 0.696 2.705 2.829  0.133
H: 3.397 1.324 3.268  0.094
H: 3.087 3.063 3.223  0.100
H: 2.875 2.100 1.758  0.033
H: 2.557 -2.225 3.021  0.191
H: 1.371 1.204 -1.385  0.256

Atomic forces in eV per Å
Pd -1.926 1.458 0.461
C -0.120 -0.137 0.003
C 1.424 3.644 1.843
N 0.715 -1.100 -0.974
O 0.176 -1.610 -1.180
H -0.171 -0.174 -0.105
H -0.020 -0.172 0.102
H -0.025 -0.032 -0.208
H 0.144 -0.103 -0.204
H 0.401 0.515 0.722
C -0.238 -0.160 -0.130
C -0.040 0.069 -0.925
N 2.545 0.449 -0.045
C 0.187 -0.479 0.475
C 0.001 -0.292 0.097
C -2.744 0.743 -1.748
C -0.821 0.157 0.305
N -0.218 -1.188 2.029
H 0.089 -0.072 0.150
H 0.070 0.080 -0.096
H -0.077 0.078 0.021
H 0.373 -0.163 0.231
H 0.120 -0.165 0.237
H 0.407 0.223 -0.325
H 0.013 0.102 -0.039
H 0.056 0.114 0.150
H 0.099 0.064 -0.130
H -0.078 -0.028 0.009
H 0.143 0.142 0.013
H 0.065 -0.057 -0.016
H 0.022 -0.119 -0.121
H 0.615 0.142 -0.196
C 0.116 -0.051 0.183
C -0.703 0.006 -0.124
C -0.673 0.801 1.245
C 0.240 0.651 -0.169
C 0.043 -0.018 0.101
C -0.024 0.002 2.721
O -0.270 0.418 -2.545
N -0.001 0.087 -0.255
C 3.013 -4.531 1.153
O -1.065 1.407 -0.575
N -0.844 1.250 -2.013
C -2.051 2.683 0.084
O 1.242 -0.746 0.233
H 0.204 -0.038 -0.102
H -0.083 0.020 -0.059
H -0.036 -0.067 -0.098
H 0.437 0.012 -0.272
H 0.409 -0.031 0.014
H -0.172 -0.414 -0.273
H -0.108 -0.388 0.015
H 0.017 0.060 -0.038
H -0.048 -0.201 -0.058
H -0.105 0.029 0.422
H 0.216 -0.377 0.046
H -0.942 -2.497 -0.045

E_LUMO (spin up / spin down): -0.3853 / -0.3853 hartree
Gap between HOMO and LUMO (spin up / spin down): 0.1944 / 0.1944 Ha
Total charge: +2
HOMO level (spin up / spin down): -15.8 / -15.8 eV

***

Computed, not measured: C16H31NNiP2S as an isolated structure, with ωB97M-V with the def2-TZVPD basis set.

Each line ends with the Löwdin spin population.
Element x y z (Å)
P: 0.737 2.111 -0.413  0.103
P: 2.288 -0.605 0.541  0.044
C: -0.170 0.527 -0.312  0.019
C: 0.450 -0.522 0.612  0.002
H: -0.304 0.133 -1.334  0.000
H: -1.154 0.777 0.091  0.005
H: 0.135 -0.374 1.660  0.000
H: 0.089 -1.504 0.297  0.001
C: 2.695 -1.807 -0.767  -0.001
H: 3.766 -2.041 -0.692  0.000
H: 2.499 -1.355 -1.751  0.001
H: 2.107 -2.729 -0.662  0.000
C: 2.899 -1.166 2.139  0.021
H: 2.434 -2.118 2.433  0.006
H: 2.676 -0.395 2.892  0.002
H: 3.987 -1.286 2.058  0.000
C: 0.362 2.854 -2.025  0.022
H: 0.889 3.813 -2.106  0.000
H: -0.718 3.016 -2.165  0.007
H: 0.737 2.186 -2.813  0.001
C: 0.112 3.129 0.969  0.005
H: 0.412 2.651 1.913  0.002
H: -0.983 3.219 0.928  0.002
H: 0.576 4.125 0.907  0.000
Ni: 2.728 1.352 -0.116  1.388
C: -1.967 -2.422 1.027  0.000
C: -1.574 -2.848 -0.186  0.000
C: -2.509 -2.955 -1.352  0.000
C: -3.535 -1.796 -1.522  0.000
C: -3.053 -0.423 -1.153  0.002
C: -3.230 0.144 0.050  0.000
C: -3.789 -0.583 1.236  0.000
C: -3.380 -2.078 1.392  0.000
C: 3.131 3.266 -0.405  0.189
H: -1.249 -2.383 1.854  0.000
H: -0.571 -3.266 -0.344  0.000
H: -3.077 -3.903 -1.302  0.000
H: -1.913 -3.019 -2.274  0.000
H: -3.819 -1.784 -2.586  0.000
H: -4.451 -2.055 -0.973  0.000
H: -2.600 0.151 -1.969  0.000
H: -3.084 1.224 0.190  0.000
H: -4.894 -0.532 1.226  0.000
H: -3.480 -0.049 2.147  0.000
H: -3.520 -2.329 2.456  0.000
H: -4.099 -2.699 0.840  0.000
H: 3.709 3.479 0.510  0.022
H: 2.372 4.053 -0.530  0.009
H: 3.825 3.289 -1.259  0.007
S: 4.876 0.775 -0.257  0.091
C: 5.924 1.961 0.289  0.012
N: 6.706 2.791 0.611  0.038

Atomic forces in eV per Å
P -0.323 -1.275 -0.457
P -1.082 -0.184 0.137
C -1.061 0.584 0.189
C 0.334 -0.816 0.151
H 0.054 0.158 0.376
H 0.187 -0.469 -0.369
H 0.174 -0.011 -0.366
H -0.005 0.480 0.351
C 0.003 -0.434 0.268
H -0.282 0.061 -0.126
H 0.050 -0.125 0.345
H 0.196 0.118 -0.084
C -0.126 -0.726 0.224
H 0.225 0.177 0.107
H 0.085 -0.248 -0.271
H -0.259 0.065 0.083
C -0.595 0.315 0.000
H -0.174 -0.293 -0.003
H 0.262 0.027 -0.088
H -0.110 0.160 0.303
C -0.052 0.141 -0.328
H -0.096 0.160 -0.293
H 0.291 0.025 0.071
H -0.190 -0.330 0.132
Ni 1.642 2.256 -0.111
C 0.349 -0.642 -0.428
C -0.650 -0.420 0.978
C -0.104 -0.046 -0.609
C -0.092 -0.511 -0.230
C -0.388 0.562 0.279
C -0.719 -0.185 -0.889
C -0.119 -0.053 0.509
C -0.528 0.132 0.284
C 0.855 1.251 0.315
H -0.148 -0.033 -0.372
H -0.307 0.413 0.144
H 0.228 0.259 -0.020
H -0.085 -0.016 0.215
H 0.026 0.024 0.328
H 0.264 0.281 -0.181
H -0.199 -0.043 0.330
H 0.253 -0.519 -0.126
H 0.324 0.011 0.037
H -0.063 -0.072 -0.224
H -0.008 0.021 -0.332
H 0.365 0.062 0.178
H -0.019 0.315 -0.271
H 0.275 -0.061 0.042
H -0.218 0.187 0.234
S 1.591 -0.955 -0.195
C 1.993 2.321 0.379
N -2.024 -2.101 -0.615

⟨S²⟩: 2.01
E_LUMO (spin up / spin down): 0.0089 / -0.0087 hartree
Gap between HOMO and LUMO (spin up / spin down): 0.1958 / 0.2705 Ha
Total charge: 0
Energy relative to the best compared isomer or geometry (same formula, charge and spin): 118.8 kJ/mol
HOMO level (spin up / spin down): -5.1 / -7.6 eV
2S+1: 3

***

Strongest force on any atom in eV/Å, matching the order above: 2.51, 0.52, 5.56, 3.08